P:
{"formula": "C3H7N4", "method": "wB97M-V/def2-TZVPD", "smiles": "N#CC[NH+]=C(N)N", "gap_ev": 12.3, "charge": 1, "molar_mass_g_mol": 99.117, "homo_ev": -15.85, "symbols": ["N", "C", "C", "N", "C", "N", "N", "H", "H", "H", "H", "H", "H", "H"], "positions_angstrom": [[2.792, -0.781, 0.724], [2.238, 0.070, 0.217], [1.382, 1.139, -0.329], [-0.207, 0.890, 0.078], [-0.932, -0.245, 0.022], [-2.067, -0.420, 0.653], [-0.401, -1.343, -0.532], [1.801, 2.096, 0.084], [1.467, 1.244, -1.400], [-0.518, 1.575, 0.787], [-2.555, -1.291, 0.439], [-2.511, 0.441, 0.851], [-1.053, -1.998, -0.816], [0.565, -1.377, -0.777]], "mulliken_charge": [-0.244, 0.226, -0.478, -0.281, 0.710, -0.364, -0.300, 0.343, 0.280, 0.263, 0.240, 0.243, 0.213, 0.151]}

---

Q:
{"formula": "C3H7N4", "method": "wB97M-V/def2-TZVPD", "gap_ev": [8.2, 8.2], "charge": 1, "molar_mass_g_mol": 99.117, "homo_ev": [-13.71, -13.71], "symbols": ["C", "C", "C", "N", "N", "N", "N", "H", "H", "H", "H", "H", "H", "H"], "positions_angstrom": [[0.245, -0.086, 0.046], [1.364, -2.123, 0.284], [-1.005, 0.353, -0.417], [3.362, 0.263, -0.001], [4.359, 0.482, -0.401], [0.807, -1.193, -0.454], [0.865, 0.542, 1.030], [1.889, -1.539, 1.211], [-1.066, 1.491, -0.581], [-1.533, -0.029, -1.260], [-1.843, 0.285, 0.272], [0.406, -1.495, -1.335], [0.498, 1.390, 1.441], [1.715, 0.219, 1.419]], "mulliken_charge": [0.845, -0.228, -1.292, 0.294, -0.344, -0.052, -0.230, 0.206, 0.335, 0.382, 0.367, 0.253, 0.265, 0.200]}

---

The energy of each structure relative to the most stable one, in kJ/mol, is as follows: P 0.0; Q 220.9.

---

P:
{"formula": "C14H14N2O3S", "method": "wB97M-V/def2-TZVPD", "smiles": "COc1cccc(C(=O)NC(=S)NCc2ccco2)c1", "gap_ev": 8.5, "charge": 0, "molar_mass_g_mol": 290.344, "homo_ev": -8.44, "symbols": ["C", "O", "C", "C", "C", "C", "C", "C", "O", "N", "C", "S", "N", "C", "C", "C", "C", "C", "O", "C", "H", "H", "H", "H", "H", "H", "H", "H", "H", "H", "H", "H", "H", "H"], "positions_angstrom": [[0.681, -1.941, 4.730], [-0.396, -1.093, 5.056], [-0.947, -0.338, 4.075], [-2.000, 0.498, 4.460], [-2.617, 1.314, 3.536], [-2.221, 1.306, 2.208], [-1.186, 0.467, 1.812], [-0.680, 0.399, 0.418], [0.460, 0.055, 0.153], [-1.596, 0.730, -0.544], [-1.411, 0.772, -1.919], [-2.692, 1.212, -2.859], [-0.209, 0.461, -2.394], [0.077, 0.460, -3.815], [1.467, -0.007, -4.062], [2.615, 0.674, -4.344], [3.637, -0.300, -4.452], [3.034, -1.497, -4.223], [1.724, -1.331, -3.986], [-0.543, -0.342, 2.747], [0.962, -2.429, 5.662], [1.534, -1.375, 4.344], [0.386, -2.700, 3.998], [-2.304, 0.493, 5.495], [-3.417, 1.966, 3.852], [-2.698, 1.979, 1.511], [-2.540, 0.960, -0.261], [0.508, 0.188, -1.724], [-0.644, -0.198, -4.318], [-0.055, 1.472, -4.214], [2.718, 1.733, -4.465], [4.671, -0.128, -4.670], [3.414, -2.499, -4.203], [0.268, -0.962, 2.397]], "mulliken_charge": [-0.805, -0.422, 0.682, -0.558, -0.673, -0.802, 0.291, 0.721, -0.775, -0.149, 0.124, -0.433, -0.076, -0.728, 0.198, -0.566, -0.385, -0.439, -0.321, -0.347, 0.227, 0.342, 0.336, 0.443, 0.387, 0.403, 0.267, 0.430, 0.379, 0.390, 0.463, 0.413, 0.452, 0.534]}

---

Q:
{"formula": "C14H14N2O3S", "method": "wB97M-V/def2-TZVPD", "smiles": "C/C=C/C(=O)OCC(=O)Nc1nc2ccc(C)cc2s1", "gap_ev": 8.9, "charge": 0, "molar_mass_g_mol": 290.344, "homo_ev": -8.31, "symbols": ["C", "C", "C", "C", "O", "O", "C", "C", "O", "N", "C", "N", "C", "C", "C", "C", "C", "C", "C", "S", "H", "H", "H", "H", "H", "H", "H", "H", "H", "H", "H", "H", "H", "H"], "positions_angstrom": [[-0.833, -4.538, 1.014], [-1.444, -3.189, 0.933], [-1.581, -2.478, -0.184], [-2.187, -1.141, -0.164], [-2.615, -0.577, 0.818], [-2.193, -0.599, -1.384], [-2.701, 0.719, -1.526], [-2.802, 1.551, -0.251], [-3.838, 2.050, 0.108], [-1.623, 1.892, 0.389], [-0.367, 1.409, 0.192], [0.060, 0.783, -0.836], [1.375, 0.433, -0.716], [2.120, -0.269, -1.656], [3.444, -0.543, -1.388], [4.057, -0.133, -0.200], [5.499, -0.462, 0.044], [3.321, 0.565, 0.745], [1.992, 0.841, 0.485], [0.836, 1.683, 1.481], [-0.503, -4.884, 0.038], [0.019, -4.517, 1.694], [-1.553, -5.246, 1.421], [-1.805, -2.762, 1.860], [-1.246, -2.828, -1.148], [-2.029, 1.223, -2.227], [-3.712, 0.658, -1.946], [-1.773, 2.413, 1.246], [1.651, -0.584, -2.574], [4.030, -1.087, -2.113], [5.627, -1.540, 0.143], [6.111, -0.130, -0.793], [5.859, 0.013, 0.952], [3.774, 0.889, 1.669]], "mulliken_charge": [-1.219, 0.114, -0.610, 0.849, -0.635, -0.313, -0.609, 0.504, -0.628, -0.064, 0.536, -0.279, -0.459, -0.571, -0.686, 0.897, -1.419, -0.726, 0.872, -0.353, 0.314, 0.310, 0.330, 0.414, 0.314, 0.378, 0.340, 0.210, 0.485, 0.389, 0.310, 0.350, 0.344, 0.308]}

---

The energy of each structure relative to the most stable one, in kJ/mol, is as follows: P 47.6; Q 0.0.

---

P:
{"formula": "C20H19NO4", "method": "wB97M-V/def2-TZVPD", "smiles": "CCOc1cc(/C=C2/C(=O)ON=C2C)ccc1OCc1ccccc1", "gap_ev": 7.8, "charge": 0, "molar_mass_g_mol": 337.375, "homo_ev": -8.49, "symbols": ["C", "C", "O", "C", "C", "C", "C", "C", "C", "O", "O", "N", "C", "C", "C", "C", "C", "O", "C", "C", "C", "C", "C", "C", "C", "H", "H", "H", "H", "H", "H", "H", "H", "H", "H", "H", "H", "H", "H", "H", "H", "H", "H", "H"], "positions_angstrom": [[-1.644, -3.377, -1.211], [-1.548, -2.185, -0.271], [-0.188, -1.776, -0.258], [0.206, -0.636, 0.357], [1.487, -0.218, 0.010], [2.067, 0.932, 0.539], [3.386, 1.374, 0.168], [4.487, 0.649, -0.133], [5.733, 1.323, -0.585], [5.934, 2.486, -0.805], [6.668, 0.350, -0.739], [6.136, -0.872, -0.373], [4.898, -0.742, -0.047], [4.137, -1.919, 0.437], [1.308, 1.703, 1.426], [0.054, 1.286, 1.804], [-0.523, 0.122, 1.296], [-1.739, -0.334, 1.730], [-2.817, 0.592, 1.849], [-3.308, 1.000, 0.484], [-2.698, 2.044, -0.202], [-3.097, 2.363, -1.488], [-4.108, 1.643, -2.102], [-4.720, 0.601, -1.425], [-4.318, 0.279, -0.140], [-2.671, -3.730, -1.251], [-1.327, -3.092, -2.210], [-1.003, -4.181, -0.860], [-2.184, -1.367, -0.631], [-1.869, -2.467, 0.738], [2.003, -0.790, -0.742], [3.535, 2.450, 0.141], [4.840, -2.668, 0.793], [3.456, -1.632, 1.234], [3.557, -2.360, -0.372], [1.726, 2.605, 1.846], [-0.495, 1.870, 2.528], [-3.588, 0.036, 2.389], [-2.532, 1.467, 2.440], [-1.907, 2.609, 0.269], [-2.616, 3.175, -2.012], [-4.418, 1.892, -3.105], [-5.509, 0.036, -1.899], [-4.790, -0.539, 0.385]], "mulliken_charge": [-1.526, 0.241, -0.468, 0.484, -0.895, 0.611, -0.387, 0.448, -0.152, -0.583, -0.167, -0.650, 0.815, -1.277, -1.151, -0.638, 1.124, -0.464, -1.116, 0.735, -0.085, -0.725, -0.454, -0.493, -0.455, 0.416, 0.344, 0.357, 0.044, 0.272, 0.721, 0.445, 0.419, 0.366, 0.275, 0.463, 0.371, 0.436, 0.320, 0.431, 0.398, 0.390, 0.390, 0.370]}

---

Q:
{"formula": "C20H19NO4", "method": "wB97M-V/def2-TZVPD", "smiles": "CC(C)=CCc1cc(/C=C/C(=O)O)ccc1OC(=O)c1ccncc1", "gap_ev": 8.3, "charge": 0, "molar_mass_g_mol": 337.375, "homo_ev": -8.72, "symbols": ["C", "C", "C", "C", "C", "C", "C", "C", "C", "C", "C", "O", "O", "C", "C", "C", "O", "C", "O", "C", "C", "C", "N", "C", "C", "H", "H", "H", "H", "H", "H", "H", "H", "H", "H", "H", "H", "H", "H", "H", "H", "H", "H", "H"], "positions_angstrom": [[3.818, -1.912, 0.684], [3.130, -1.321, 1.867], [3.126, -2.099, 3.177], [2.514, -0.048, 1.834], [2.320, 0.842, 0.597], [1.001, 1.581, 0.688], [0.991, 2.918, 1.084], [-0.220, 3.647, 1.216], [-0.171, 5.084, 1.599], [-1.228, 5.959, 1.439], [-1.119, 7.352, 1.748], [-2.181, 7.973, 1.754], [0.068, 7.938, 1.979], [-1.436, 2.957, 0.983], [-1.423, 1.619, 0.631], [-0.228, 0.917, 0.391], [-0.256, -0.401, 0.035], [-0.928, -0.770, -1.106], [-1.541, -0.025, -1.867], [-0.900, -2.205, -1.494], [-1.631, -2.781, -2.559], [-1.472, -4.160, -2.797], [-0.668, -4.989, -2.109], [0.056, -4.432, -1.141], [-0.008, -3.043, -0.810], [4.715, -2.460, 0.975], [4.158, -1.161, -0.038], [3.163, -2.639, 0.215], [2.450, -1.656, 3.942], [2.894, -3.158, 3.105], [4.153, -2.043, 3.545], [2.117, 0.360, 2.729], [3.112, 1.617, 0.551], [2.392, 0.272, -0.317], [1.900, 3.475, 1.276], [0.750, 5.494, 1.912], [-2.199, 5.574, 1.136], [-0.141, 8.871, 2.148], [-2.372, 3.491, 1.174], [-2.361, 1.131, 0.426], [-2.354, -2.181, -3.103], [-2.131, -4.565, -3.547], [0.754, -5.070, -0.645], [0.669, -2.670, -0.021]], "mulliken_charge": [-1.163, 1.029, -1.434, -0.614, -0.914, 0.502, -0.903, 1.139, -0.549, -0.257, 0.208, -0.582, -0.448, -0.911, -0.586, 0.550, -0.283, 0.467, -0.550, 0.287, -0.313, -0.307, -0.606, -0.405, -0.198, 0.418, 0.344, 0.149, 0.345, 0.348, 0.341, 0.334, 0.397, 0.355, 0.375, 0.459, 0.324, 0.344, 0.301, 0.437, 0.437, 0.364, 0.414, 0.355]}

---

The energy of each structure relative to the most stable one, in kJ/mol, is as follows: P 94.1; Q 0.0.

---

P:
{"formula": "C2H3BrO", "method": "wB97M-V/def2-TZVPD", "smiles": "O=CCBr", "gap_ev": 10.3, "charge": 0, "molar_mass_g_mol": 122.949, "homo_ev": -9.75, "symbols": ["O", "C", "C", "Br", "H", "H", "H"], "positions_angstrom": [[-1.139, 1.020, -1.381], [-0.131, 1.281, -0.907], [0.802, 0.117, -0.058], [1.251, 0.552, 1.775], [0.488, 2.130, -0.910], [0.506, -0.920, -0.205], [1.743, 0.225, -0.601]], "mulliken_charge": [-0.356, 0.086, -0.561, -0.121, 0.338, 0.346, 0.266]}

---

Q:
{"formula": "C2H3BrO", "method": "wB97M-V/def2-TZVPD", "smiles": "C=COBr", "gap_ev": 9.6, "charge": 0, "molar_mass_g_mol": 122.949, "homo_ev": -9.55, "symbols": ["C", "C", "O", "Br", "H", "H", "H"], "positions_angstrom": [[-0.380, -0.342, -1.058], [0.355, -0.016, -0.033], [-0.317, 0.922, 1.127], [0.322, 0.626, 2.762], [0.052, -0.917, -1.859], [-1.410, -0.053, -1.149], [1.379, -0.221, 0.210]], "mulliken_charge": [-0.598, 0.074, -0.367, 0.042, 0.243, 0.259, 0.345]}

---

The energy of each structure relative to the most stable one, in kJ/mol, is as follows: P 0.0; Q 172.8.

---

P:
{"formula": "C2H3BrO", "method": "wB97M-V/def2-TZVPD", "gap_ev": 10.2, "charge": 0, "molar_mass_g_mol": 122.949, "homo_ev": -9.92, "symbols": ["C", "C", "O", "Br", "H", "H", "H"], "positions_angstrom": [[-0.998, 0.523, 0.042], [0.893, -0.240, 0.037], [-1.161, 1.671, -0.011], [-2.433, -0.742, 0.022], [1.576, 0.099, 0.785], [1.328, -0.029, -1.022], [0.794, -1.282, 0.147]], "mulliken_charge": [0.380, -0.768, -0.326, -0.132, 0.290, 0.244, 0.313]}

---

Q:
{"formula": "C2H3BrO", "method": "wB97M-V/def2-TZVPD", "gap_ev": [7.5, 9.1], "charge": 0, "molar_mass_g_mol": 122.949, "homo_ev": [-8.98, -9.14], "symbols": ["C", "C", "O", "Br", "H", "H", "H"], "positions_angstrom": [[0.634, -1.652, 0.842], [-0.761, 1.220, -0.855], [1.144, -2.296, -0.018], [1.329, -1.011, 2.481], [-0.042, 1.480, -0.026], [-1.697, 1.530, -0.638], [-0.606, 0.729, -1.785]], "mulliken_charge": [0.305, -0.880, -0.268, -0.044, 0.271, 0.292, 0.324]}

---

The energy of each structure relative to the most stable one, in kJ/mol, is as follows: P 0.0; Q 210.1.

---

P:
{"formula": "C3H10S2Si", "method": "wB97M-V/def2-TZVPD", "smiles": "[SiH2]=S.CCCS", "gap_ev": 8.4, "charge": 0, "molar_mass_g_mol": 138.333, "homo_ev": -9.06, "symbols": ["Si", "S", "H", "H", "C", "C", "C", "S", "H", "H", "H", "H", "H", "H", "H", "H"], "positions_angstrom": [[3.260, 0.549, 0.302], [2.592, -1.262, 0.523], [3.546, 1.462, 1.412], [3.431, 0.999, -1.037], [-2.204, -0.136, -0.960], [-1.697, 0.529, 0.373], [-0.158, 0.574, 0.519], [0.467, 1.483, -0.883], [-3.327, -0.082, -0.930], [-1.715, 0.331, -1.891], [-1.863, -1.236, -1.066], [-1.964, -0.168, 1.138], [-2.032, 1.581, 0.395], [-0.120, 1.000, 1.548], [0.316, -0.440, 0.497], [1.696, 1.887, -0.397]], "mulliken_charge": [0.418, -0.300, -0.044, -0.054, -0.986, -0.734, -0.276, -0.133, 0.290, 0.321, 0.262, 0.352, 0.328, 0.348, 0.195, 0.012]}

---

Q:
{"formula": "C3H10S2Si", "method": "wB97M-V/def2-TZVPD", "gap_ev": 8.2, "charge": 0, "molar_mass_g_mol": 138.333, "homo_ev": -8.19, "symbols": ["C", "C", "C", "Si", "S", "S", "H", "H", "H", "H", "H", "H", "H", "H", "H", "H"], "positions_angstrom": [[0.132, 2.208, -1.026], [-0.536, -2.065, 0.871], [3.518, -0.598, 0.336], [0.359, 0.317, -0.921], [-1.346, -0.841, -0.323], [2.098, 0.199, 1.207], [-0.614, 2.604, -0.228], [1.069, 2.697, -0.953], [-0.259, 2.372, -2.027], [-0.118, -1.335, 1.571], [0.154, -2.649, 0.358], [-1.359, -2.764, 1.274], [3.226, -0.832, -0.607], [3.801, -1.456, 0.890], [4.349, 0.097, 0.396], [1.088, -0.227, -2.027]], "mulliken_charge": [-0.889, -0.652, -0.741, 0.427, -0.170, -0.339, 0.255, 0.322, 0.324, 0.236, 0.259, 0.278, 0.253, 0.280, 0.266, -0.110]}

---

The energy of each structure relative to the most stable one, in kJ/mol, is as follows: P 103.1; Q 0.0.